## w
The following is a quantum chemistry calculation of one molecule with the formula C4H5N3, from the Open Molecules 2025 dataset.

Properties
HOMO (eV): -7.108
Spin multiplicity: 1
Frontier orbital gap (eV): 6.9

CARTESIAN COORDINATES (ANGSTROEM)
N 1.756 -0.721 -0.621
C 0.335 -0.108 -0.017
C 0.388 0.174 1.332
N -0.798 0.676 1.864
C -1.829 0.837 1.046
N -1.889 0.568 -0.271
C -0.777 0.080 -0.825
H 1.791 -1.747 -0.578
H 2.094 -0.472 -1.564
H 2.468 -0.396 0.047
H -2.752 1.242 1.480
H -0.831 -0.129 -1.895

***

## x
The following is a quantum chemistry calculation of one molecule with the formula C4H5N3, from the Open Molecules 2025 dataset.

Properties
SMILES: C=Cn1ccnn1
HOMO (spin up / spin down) (eV): -8.615 / -9.288
Spin multiplicity: 1
Frontier orbital gap (spin up / spin down) (eV): 8.3 / 8.6

CARTESIAN COORDINATES (ANGSTROEM)
C -2.355 -0.918 -0.150
C -1.153 0.402 0.184
N 0.145 0.088 -0.074
C 1.123 0.969 0.049
C 2.360 0.253 -0.065
N 2.011 -1.046 -0.174
N 0.746 -1.177 -0.260
H -3.266 -0.512 0.111
H -2.043 -1.852 0.066
H -1.686 1.237 -0.097
H 0.846 2.043 0.173
H 3.273 0.513 0.236

***

Winner for stability: w

***

## w
The following is a quantum chemistry calculation of an isolated ion of composition C6H14NO and charge +1, from the Open Molecules 2025 dataset.

Properties
SMILES: C=C(C)C[C@H]([NH3+])CO
HOMO (eV): -12.878
Net charge: +1
Spin multiplicity: 1
Frontier orbital gap (eV): 9.5

CARTESIAN COORDINATES (ANGSTROEM)
C -0.901 2.773 0.475
C -0.500 1.491 0.570
C -0.184 1.086 2.006
C -0.499 0.571 -0.610
C 0.095 -0.865 -0.403
N 1.533 -0.597 -0.231
C -0.325 -2.041 -1.245
O 0.745 -2.951 -1.152
H -1.141 3.216 -0.493
H -1.143 3.413 1.323
H 0.538 0.281 2.052
H -1.085 0.803 2.555
H 0.154 1.965 2.544
H -1.509 0.475 -1.027
H 0.024 1.039 -1.437
H -0.453 -1.074 0.547
H 1.807 -0.119 0.630
H 2.181 -1.401 -0.265
H 1.869 0.017 -0.995
H -0.459 -1.703 -2.317
H -1.244 -2.562 -1.043
H 0.498 -3.818 -1.484

***

## x
The following is a quantum chemistry calculation of a 2-piece molecular cluster, C6H14NO overall, from the Open Molecules 2025 dataset.

Properties
HOMO (eV): -13.842
Net charge: +1
Spin multiplicity: 1
Frontier orbital gap (eV): 9.1

CARTESIAN COORDINATES (ANGSTROEM)
C -1.452 1.072 -2.303
C -0.198 1.892 -2.061
C 0.343 1.629 -0.551
C 0.331 0.132 -0.363
C 0.659 -0.368 0.839
N 1.212 -1.703 0.831
C 1.522 -2.506 1.776
H -1.750 0.334 -1.529
H -1.441 0.626 -3.331
H -2.320 1.721 -2.463
H -0.505 2.995 -2.128
H 0.580 1.849 -2.832
H -0.230 2.350 -0.009
H 1.434 1.751 -0.611
H 0.159 -0.485 -1.281
H 0.593 0.144 1.781
H 1.594 -1.891 -0.108
H 1.271 -2.379 2.865
H 1.928 -3.431 1.389
H -1.826 -1.750 3.255
H -0.985 -0.556 3.642
O -0.920 -1.426 3.191

***

Winner for stability: w